No. 1
122
Properties=species:S:1:pos:R:3:forces:R:3:mulliken_charge:R:1 method="wB97M-V/def2-TZVPD" total_energy_ev=-246143.9073 gap_ev=5.3 charge=+1 spin_multiplicity=1
C -9.234 2.311 -1.030 0.4 -0.5 -0.1 -0.8066
O -8.861 1.838 0.258 -0.3 -0.1 0.0 -0.3065
C -10.004 1.516 1.038 0.3 0.6 0.0 -0.8552
C -9.607 1.122 2.457 -0.9 0.2 0.2 0.4594
C -10.605 0.107 3.057 0.8 0.1 0.4 -1.0624
C -10.161 -1.366 3.010 -0.6 0.2 -0.5 -0.3324
C -9.570 -1.845 1.666 0.5 0.5 0.6 -0.9819
C -8.038 -1.772 1.544 0.1 -0.7 -0.1 -0.4991
C -7.276 -2.408 2.722 0.0 0.5 0.4 -1.2707
C -6.631 -1.343 3.627 0.1 -0.1 -0.6 -0.5618
C -5.344 -0.762 2.996 -0.1 -0.3 -0.1 -0.8438
C -4.134 -0.976 3.908 -0.5 -0.3 -0.8 -1.5761
C -2.864 -0.208 3.522 -1.4 -0.4 0.7 0.0937
S -1.931 -0.104 5.171 1.5 -1.8 0.7 1.5682
O -0.535 0.159 4.989 -0.2 1.5 -0.6 -0.6626
O -2.146 -1.377 5.785 -1.1 0.0 -0.1 -0.6884
C -2.701 1.152 6.339 0.1 0.1 1.4 0.6087
F -3.968 1.439 6.034 0.6 0.1 -0.1 -0.1694
F -2.678 0.558 7.537 0.0 0.3 -0.8 -0.2072
F -1.927 2.240 6.412 -0.7 -0.4 -0.4 -0.1828
N -1.895 -0.974 2.729 0.5 -0.2 -0.5 0.5506
F -1.844 -2.310 2.702 -0.4 0.0 0.3 -0.2049
C -1.034 -0.289 2.063 0.2 1.0 0.4 0.7648
C 0.062 -0.836 1.288 0.3 -0.5 0.5 -1.0084
Br 1.230 -1.886 2.393 -0.3 0.2 -0.1 -0.0479
C 0.320 -0.685 -0.009 0.1 0.1 -0.5 0.9911
C 1.494 -1.237 -0.750 -0.1 0.9 -0.1 -1.7048
Br -0.865 0.286 -1.146 0.3 -0.2 0.4 -0.0447
C -1.372 1.172 2.328 -0.4 -1.0 -1.4 -1.2503
C -2.932 1.069 2.683 3.0 2.5 -0.4 0.9889
C -3.245 2.422 3.345 -0.2 -0.6 -0.1 -1.6400
S -3.720 0.992 1.031 -1.4 -1.0 -0.1 -0.1104
H -8.960 3.356 -1.162 -0.1 0.1 0.1 0.2426
H -8.693 1.711 -1.764 0.1 0.1 -0.1 0.2551
H -10.295 2.155 -1.224 -0.1 0.2 0.0 0.3733
H -10.616 0.766 0.527 0.1 -0.2 0.1 0.4203
H -10.622 2.420 1.107 -0.2 -0.1 0.0 0.4643
H -8.571 0.807 2.536 0.0 -0.2 -0.2 -0.6330
H -9.699 2.027 3.059 0.3 0.1 0.0 0.5350
H -11.585 0.272 2.609 0.0 -0.2 -0.1 0.3935
H -10.713 0.366 4.112 -0.2 -0.1 0.0 0.3590
H -11.049 -1.970 3.198 0.0 0.0 0.2 0.3666
H -9.489 -1.540 3.850 0.1 -0.1 -0.1 0.2748
H -9.979 -1.216 0.879 -0.2 -0.3 -0.2 0.2414
H -9.855 -2.883 1.508 -0.1 0.0 -0.1 0.4236
H -7.699 -0.751 1.372 0.0 0.1 0.0 0.2394
H -7.771 -2.344 0.654 0.0 0.2 -0.2 0.4312
H -7.949 -2.989 3.352 -0.1 -0.2 -0.2 0.5492
H -6.493 -3.070 2.351 0.0 -0.2 0.1 0.4933
H -7.359 -0.540 3.721 0.0 0.0 0.4 0.3109
H -6.409 -1.760 4.610 -0.1 0.0 0.1 0.5799
H -5.495 0.282 2.728 0.1 0.1 0.2 0.4405
H -5.169 -1.301 2.062 0.1 0.2 -0.1 0.5278
H -3.887 -2.037 3.887 0.1 0.0 0.2 0.2922
H -4.444 -0.791 4.932 0.3 0.3 0.1 0.6997
H 1.166 -1.984 -1.469 0.1 -0.2 0.1 0.4729
H 2.299 -1.564 -0.105 -0.1 -0.4 0.1 0.3471
H 1.888 -0.404 -1.337 0.1 0.0 -0.1 0.3833
H -0.744 1.628 3.089 0.1 -0.3 0.2 0.3628
H -1.169 1.663 1.380 -0.2 0.4 0.1 0.7492
H -4.294 2.517 3.613 0.0 0.0 0.2 0.2457
H -2.567 2.608 4.176 -0.2 0.1 0.2 0.3654
H -3.021 3.181 2.601 -0.1 0.1 -0.1 0.5197
H -3.000 1.891 0.342 0.3 0.0 0.6 0.2505
O 3.306 2.790 -1.331 -0.3 -1.4 -3.2 -0.9467
P 4.768 3.031 -1.641 1.4 3.0 5.5 0.9803
N 5.342 2.307 -0.169 0.8 -0.7 0.1 0.2918
C 5.330 2.987 1.105 -0.1 0.2 0.0 -1.1213
C 4.902 0.924 -0.065 0.0 0.0 0.0 -1.0116
N 4.743 4.752 -1.693 -0.7 0.2 -1.0 0.2740
C 5.287 5.616 -0.672 0.6 -0.1 0.0 -1.1143
C 3.557 5.345 -2.301 -0.3 -0.2 0.2 -1.0714
N 6.374 3.046 -2.242 -1.0 -0.7 -1.5 0.2381
C 7.533 2.372 -1.672 0.1 -0.6 0.0 -0.9580
C 6.662 3.745 -3.492 -0.1 0.0 -0.2 -1.1921
H 5.726 2.325 1.880 -0.1 -0.2 -0.1 0.3596
H 4.324 3.312 1.411 0.0 0.0 0.1 0.2791
H 6.001 3.845 1.109 -0.1 0.1 -0.1 0.3273
H 5.082 0.401 -1.006 -0.2 0.0 0.0 -0.0418
H 3.834 0.815 0.173 0.0 0.1 0.0 0.3987
H 5.481 0.401 0.700 0.1 0.1 0.0 0.4105
H 4.706 5.579 0.259 0.1 0.0 0.0 0.3278
H 5.289 6.651 -1.019 -0.1 0.0 -0.1 0.3956
H 6.331 5.373 -0.463 -0.1 -0.1 0.1 0.2277
H 2.722 5.426 -1.593 0.0 0.0 -0.1 0.2858
H 3.218 4.752 -3.150 -0.1 0.0 0.1 0.3439
H 3.790 6.342 -2.682 0.1 0.0 0.1 0.3672
H 7.908 2.920 -0.806 -0.1 0.0 0.1 0.2010
H 8.342 2.312 -2.404 -0.1 0.2 -0.2 0.4429
H 7.318 1.348 -1.378 0.0 0.1 0.2 0.2395
H 7.196 4.677 -3.289 0.0 0.0 0.0 0.3106
H 5.751 3.988 -4.033 0.0 0.1 0.1 0.3644
H 7.270 3.132 -4.162 0.0 -0.1 0.1 0.4304
O 4.382 -2.237 -3.079 -1.2 0.7 -2.7 -0.7473
P 5.340 -2.926 -4.029 3.4 -2.2 3.6 0.7953
N 5.110 -4.575 -3.563 -0.1 -0.4 -0.5 0.2224
C 5.778 -5.174 -2.427 0.4 0.2 0.1 -0.9818
C 3.715 -4.989 -3.630 -0.1 0.3 0.0 -1.0901
N 6.792 -2.154 -3.501 -0.1 0.8 -0.1 0.2384
C 7.872 -2.815 -2.806 0.2 -0.3 -0.4 -1.1582
C 6.633 -0.782 -3.044 -0.3 -0.1 0.2 -1.3685
N 6.108 -3.372 -5.484 -1.4 1.0 -0.5 0.0561
C 6.153 -4.703 -6.077 -0.5 -0.3 -0.2 -0.8825
C 6.753 -2.344 -6.298 0.0 0.2 -0.1 -1.0662
H 5.474 -6.218 -2.330 -0.2 0.1 -0.1 0.3796
H 5.559 -4.661 -1.480 0.0 -0.1 0.0 0.2132
H 6.857 -5.215 -2.572 0.0 0.2 0.0 0.2917
H 3.260 -4.652 -4.566 0.0 0.1 0.1 0.3749
H 3.120 -4.584 -2.801 0.0 0.0 0.0 0.2393
H 3.643 -6.078 -3.614 0.1 0.0 0.0 0.3832
H 7.593 -3.115 -1.788 0.1 0.0 0.0 0.3482
H 8.734 -2.148 -2.730 -0.1 0.1 0.0 0.3325
H 8.224 -3.687 -3.362 -0.1 -0.1 0.1 0.2714
H 6.301 -0.740 -2.001 0.1 0.1 0.0 0.3891
H 5.899 -0.255 -3.653 -0.1 0.0 0.1 0.3360
H 7.575 -0.233 -3.136 0.1 -0.2 0.0 0.4643
H 6.883 -5.329 -5.560 -0.1 0.0 0.1 0.2569
H 6.448 -4.646 -7.127 0.0 0.2 0.0 0.3762
H 5.186 -5.198 -6.062 0.0 -0.1 0.1 0.2732
H 7.840 -2.421 -6.213 0.0 0.0 0.0 0.3111
H 6.459 -1.345 -5.985 0.1 0.0 0.1 0.2819
H 6.476 -2.436 -7.350 0.0 -0.1 0.0 0.4369

***

No. 2
48
Properties=species:S:1:pos:R:3:forces:R:3:mulliken_charge:R:1 method="wB97M-V/def2-TZVPD" total_energy_ev=-120035.6810 gap_ev=4.9 charge=-1 spin_multiplicity=1
C 1.940 3.903 1.810 -0.4 -0.2 0.0 -1.2162
C 0.723 4.002 0.902 0.3 -0.4 0.2 -0.2585
S -0.636 3.154 1.759 -0.2 -0.1 0.3 -0.1176
C -2.135 4.078 1.319 -0.1 0.3 -0.6 -0.7324
B -3.165 3.209 0.509 0.4 -0.7 -0.2 0.5119
C -3.859 1.868 0.944 0.6 0.4 0.6 -1.0448
C -3.444 1.211 2.278 -0.4 -0.5 -0.2 -0.7007
C -2.732 -0.157 2.139 -0.4 0.8 0.2 -0.7788
C -1.593 -0.204 1.158 0.2 -1.1 0.1 -0.2423
O -1.309 -1.557 0.820 -0.2 0.4 -0.1 -0.4551
C -0.308 -1.631 -0.205 -0.1 -0.4 0.4 -0.6451
P -3.679 3.950 -1.209 -0.5 0.6 0.0 -0.2084
O -4.775 2.847 -1.792 -0.1 -0.1 0.0 -0.4824
Br -1.840 3.591 -2.440 -0.2 -0.3 0.3 -0.2088
H 2.855 4.101 1.265 0.2 0.2 -0.1 0.3713
H 1.989 2.886 2.183 0.2 -0.2 0.1 0.3454
H 1.839 4.557 2.665 0.1 0.2 0.2 0.3021
H 0.943 3.432 0.012 -0.1 0.1 -0.5 0.2549
H 0.486 5.028 0.653 -0.2 0.2 -0.1 0.3631
H -2.567 4.549 2.195 -0.1 -0.1 0.4 0.3909
H -1.820 4.904 0.685 0.1 0.2 -0.1 0.3162
H -4.938 2.027 0.973 -0.3 0.2 -0.1 0.4500
H -3.718 1.167 0.125 -0.1 -0.2 -0.3 0.6681
H -2.905 1.884 2.935 0.3 0.2 -0.1 0.4428
H -4.365 0.981 2.804 -0.1 0.1 0.3 0.3268
H -3.504 -0.882 1.903 0.1 -0.3 -0.3 0.3158
H -2.350 -0.394 3.126 0.0 -0.3 0.2 0.3045
H -1.794 0.338 0.237 0.0 0.4 -0.1 0.3496
H -0.713 0.190 1.652 0.3 0.5 -0.1 0.2826
H 0.168 -0.674 -0.379 0.2 0.2 0.0 0.2992
H 0.456 -2.329 0.109 0.3 -0.1 -0.1 0.2073
H -0.743 -1.980 -1.137 -0.2 0.0 -0.2 0.2392
H -5.442 2.657 -1.107 0.4 0.0 -0.3 0.3263
C 2.876 -5.353 -2.992 0.0 0.1 -0.1 -1.1527
C 2.250 -4.732 -1.746 -0.3 -0.1 0.2 -0.1406
O 3.154 -4.352 -0.741 0.6 -0.4 -0.2 -0.3640
C 3.800 -3.031 -0.851 -0.6 0.7 0.2 0.0862
O 2.988 -2.052 -1.096 0.1 0.0 -0.1 -0.8255
C 4.990 -3.059 -1.858 0.0 -0.5 0.0 0.7766
F 5.706 -4.225 -1.815 0.0 0.1 -0.1 -0.3016
F 5.878 -2.084 -1.549 0.0 0.0 0.0 -0.2958
F 4.664 -2.867 -3.152 0.0 0.0 0.0 -0.2698
H 3.694 -6.020 -2.720 0.0 0.0 0.0 0.2340
H 2.122 -5.922 -3.545 0.0 0.0 0.1 0.4327
H 3.266 -4.597 -3.668 0.1 0.0 0.0 0.2348
H 1.623 -5.500 -1.277 0.0 0.0 0.0 0.3378
H 1.583 -3.903 -2.008 0.2 0.1 -0.1 0.1781
H 4.341 -3.008 0.127 0.0 -0.1 0.0 0.0929

***

No. 3
81
Properties=species:S:1:pos:R:3:forces:R:3:mulliken_charge:R:1 method="wB97M-V/def2-TZVPD" total_energy_ev=-206901.2361 de_lowest_ev=0.0000 gap_ev="7.5 / 7.6" charge=+2 spin_multiplicity=4 s2=3.755
Nd 8.778 9.858 14.093 -0.3 -0.4 0.5 0.6948
C 9.203 7.446 15.146 -0.1 -0.1 0.1 -0.7705
C 7.902 7.328 14.636 -1.2 0.2 -1.0 -0.4845
C 8.003 7.437 13.180 -0.4 -0.1 0.1 0.0841
C 9.395 7.561 12.900 -0.7 0.5 -0.8 -0.5791
C 10.105 7.598 14.091 1.6 -0.9 0.0 -0.8666
C 11.625 7.671 14.207 -0.9 0.6 0.5 2.5076
C 12.261 7.102 12.949 0.0 0.2 -0.5 -1.7113
C 12.098 6.950 15.456 1.2 0.2 0.2 -1.7848
C 11.942 9.154 14.387 0.2 1.0 1.2 -1.2695
C 7.043 7.256 11.964 -0.7 -0.4 1.2 2.2645
C 7.516 8.113 10.777 -0.2 0.2 1.5 -1.9176
C 5.553 7.696 12.172 1.3 0.9 -0.7 -1.8709
C 7.046 5.749 11.589 -0.7 0.1 0.0 -1.8543
C 6.686 7.137 15.578 0.3 1.1 -0.7 2.1418
C 5.921 5.887 15.214 -0.1 -1.1 1.8 -1.5612
C 7.145 7.018 17.026 -0.9 0.1 0.1 -2.0459
C 5.733 8.364 15.485 0.2 0.2 0.1 -0.9592
H 9.446 7.265 16.176 0.2 0.1 0.2 1.1265
H 9.775 7.652 11.873 0.0 -0.2 0.9 0.4498
H 11.902 6.085 12.796 0.5 -0.3 0.3 0.4659
H 13.349 7.200 13.009 -0.1 -0.4 -0.1 0.3889
H 11.952 7.576 12.002 0.1 0.4 0.5 0.2157
H 11.957 5.901 15.467 -0.2 -1.3 -0.6 0.4898
H 11.609 7.236 16.369 -0.4 0.7 0.4 0.2909
H 13.175 7.112 15.622 -0.3 0.0 -0.2 0.3635
H 11.594 9.725 13.530 0.0 0.3 -0.1 0.0658
H 12.992 9.406 14.547 0.3 -0.3 -0.5 0.6703
H 11.552 9.645 15.340 -0.3 -0.8 -0.9 0.0323
H 7.298 9.155 11.023 0.0 0.1 -0.2 0.2114
H 6.963 7.829 9.927 -0.7 -0.2 -1.2 0.6247
H 8.553 8.032 10.541 0.7 -0.2 -0.2 0.4686
H 5.496 8.808 12.338 -0.1 -1.0 -0.1 0.0828
H 4.976 7.161 12.891 -0.1 -0.3 0.7 0.3838
H 5.115 7.453 11.214 -0.5 0.3 -0.3 0.6885
H 7.933 5.514 11.025 0.4 -0.3 -0.1 0.4116
H 6.178 5.481 10.980 0.1 0.4 -0.4 0.4904
H 6.921 5.055 12.426 0.5 0.4 0.2 0.3396
H 6.558 4.993 15.323 -0.1 0.3 -0.3 0.3640
H 5.557 5.970 14.237 -0.5 -0.2 -1.4 0.2680
H 5.055 5.694 15.899 0.6 0.4 -0.5 0.4382
H 7.796 6.168 17.149 0.3 -0.3 0.2 0.4704
H 6.225 6.813 17.595 0.5 0.2 0.2 0.5331
H 7.636 7.923 17.424 -0.2 -0.3 -0.1 0.0612
H 5.355 8.610 14.473 0.3 -0.4 0.6 -0.0068
H 6.249 9.268 15.883 -0.1 -0.2 -0.1 -0.0682
H 4.874 8.211 16.151 0.1 0.1 -0.2 0.5203
C 9.967 10.843 19.695 1.0 -0.2 1.4 -1.2092
C 9.911 11.751 18.573 0.5 0.4 -1.2 0.8000
N 10.410 12.941 18.526 -0.5 -0.2 0.3 -0.7133
N 10.270 13.354 17.242 -0.2 -1.3 0.0 0.2573
C 9.768 12.396 16.441 0.4 1.2 -0.4 0.2186
S 9.586 12.455 14.761 0.1 0.6 0.1 -0.4692
N 9.519 11.370 17.273 -0.3 -0.4 0.4 0.3030
N 8.874 10.195 16.815 -0.4 0.5 0.7 -0.5622
H 10.777 10.094 19.504 -0.8 0.4 0.3 0.2695
H 9.010 10.387 19.878 -0.3 -0.5 0.1 0.3518
H 10.232 11.432 20.607 -0.1 -0.5 -0.8 0.3608
H 10.594 14.273 17.037 0.1 0.5 -0.6 0.1423
H 7.964 10.110 17.306 0.6 0.0 -0.4 0.3297
H 9.418 9.365 17.044 0.2 0.1 0.2 0.3665
Br 4.511 15.116 12.157 0.0 0.5 -0.2 -0.0655
C 5.523 13.619 12.546 -2.0 -0.2 1.3 -0.3500
C 5.082 12.815 13.601 0.2 -0.2 0.3 -0.9224
C 5.754 11.625 13.852 0.1 0.0 -0.7 -0.2678
N 6.801 11.196 13.107 0.1 1.2 -0.4 0.5675
C 7.188 12.013 12.085 -0.2 -0.8 1.1 0.2696
C 6.547 13.203 11.787 2.1 -0.2 -2.0 -0.4388
C 8.348 11.559 11.288 -0.1 0.0 0.3 0.7430
C 8.327 11.774 9.935 0.1 -0.2 -0.2 -0.8769
C 9.374 11.292 9.170 0.7 -0.3 -0.5 -0.3866
Br 9.336 11.553 7.301 0.1 -0.1 0.5 -0.0789
C 10.432 10.604 9.787 -1.0 0.4 0.3 -1.0279
C 10.335 10.429 11.163 -0.5 0.7 -1.2 0.0386
N 9.341 10.893 11.916 -0.7 0.2 -0.5 0.5504
H 4.221 13.155 14.179 0.3 -0.4 0.0 0.4480
H 5.456 10.913 14.604 -0.3 0.2 0.3 0.2594
H 6.913 13.761 10.910 -0.3 -0.1 0.7 0.6152
H 7.460 12.226 9.486 0.0 0.1 -0.2 0.6251
H 11.253 10.197 9.228 0.2 0.0 -0.1 0.5516
H 11.061 9.905 11.694 1.3 -0.8 0.5 0.4421

***

No. 4
14
Properties=species:S:1:pos:R:3:forces:R:3:mulliken_charge:R:1 method="wB97M-V/def2-TZVPD" total_energy_ev=-7699.7895 de_lowest_ev=5.4890 gap_ev=10.6 charge=+1 spin_multiplicity=1
C -0.622 -1.837 0.100 1.1 0.6 2.7 0.0572
C -0.242 0.256 -1.314 -2.5 -5.2 1.8 -0.2960
C 0.228 1.453 0.676 2.1 -1.2 -1.2 -0.7636
N -1.004 -1.597 -1.040 0.2 3.5 -2.8 -0.3897
N 0.305 -0.988 0.784 -1.5 -0.3 -2.9 -0.3378
N 0.534 0.175 -0.090 1.6 0.0 1.0 -0.0511
H -1.000 -2.686 0.651 0.2 -0.4 0.1 0.4325
H 0.209 0.248 -2.269 0.8 0.0 -0.5 0.3130
H -1.120 0.859 -1.145 0.0 0.1 -0.4 0.2680
H -0.849 1.392 0.665 -0.2 0.6 1.3 0.3427
H 0.906 1.375 1.554 -1.2 0.8 -0.2 0.3662
H 0.560 2.174 -0.075 -0.1 0.7 0.8 0.3932
H 0.561 -0.793 1.720 -0.4 -0.3 1.1 0.2611
H 1.534 -0.030 -0.217 -0.1 1.2 -0.8 0.4044